The following is a DFT calculation (ωB97M-V/def2-TZVPD) of a structure of composition C4H7N2O in a non-equilibrium geometry.

Results
Electronic energy (Ha): -341.02834
F_max (eV Å⁻¹): 1.75
HOMO-LUMO gap (Ha): 0.32581
Total charge: +1

```
14
Properties=species:S:1:pos:R:3:forces:R:3:nbo_charge:R:1
C -0.754606 1.740056 0.089907 -0.034 -0.262 0.152 0.447
C 2.675353 0.538265 -0.097201 1.558 -0.351 0.713 0.894
C 1.395458 0.655747 -0.487176 -1.284 0.845 -0.802 -0.722
C 0.551475 1.720734 0.171053 0.794 0.232 0.114 -0.454
N -1.940936 1.611057 0.228522 -0.369 -0.239 0.365 -0.582
N -0.052975 -1.454941 0.304324 0.037 0.348 -0.066 -0.961
O 3.723380 0.342922 0.301624 -0.812 0.203 -0.418 -0.301
H 1.283646 0.607866 -1.572678 0.333 -0.122 -0.067 0.320
H 0.755912 -0.458068 -0.094280 -0.112 -0.804 0.277 0.406
H 1.039058 2.507192 0.724817 -0.062 0.130 0.065 0.275
H -2.673683 2.031126 -0.320605 0.033 0.205 -0.387 0.418
H 0.452214 -2.160151 0.833147 -0.031 -0.026 0.014 0.419
H -0.494326 -1.899129 -0.496441 -0.032 -0.049 0.057 0.418
H -0.778480 -1.052305 0.895836 -0.019 -0.109 -0.018 0.424
```
Positions in Å, forces in eV/Å.

=====

The following is a DFT calculation (ωB97M-V/def2-TZVPD) of a cluster of 2 separate species, C4H7N2O in total in a non-equilibrium geometry.

Results
Electronic energy (Ha): -340.81477
F_max (eV Å⁻¹): 3.94
HOMO-LUMO gap (spin up / spin down) (Ha): 0.30794 / 0.24315
Total charge: +1

```
14
Properties=species:S:1:pos:R:3:forces:R:3:nbo_charge:R:1
C -1.836157 1.560429 -0.550817 -0.301 1.034 0.551 0.040
C -1.504858 0.430382 -0.218975 -0.502 0.483 -1.081 -0.259
C -0.868209 -0.736882 0.110074 -0.715 -2.383 2.089 0.383
C 1.623171 0.692147 -0.683777 2.737 1.532 -2.194 -0.304
N -1.280957 -1.995993 0.337002 -0.457 3.325 -1.456 -0.681
N 1.018540 0.361617 1.440447 -1.154 0.941 -3.649 -0.115
O 1.915629 0.072287 0.512088 -0.758 -0.587 2.764 -0.227
H -2.135201 2.650215 -0.693559 0.507 -2.202 0.050 0.297
H 1.415117 -0.019862 -1.442655 -0.938 -1.453 -0.337 0.216
H 2.658010 0.969897 -1.091784 -1.490 0.632 0.692 0.240
H 0.832611 1.442164 -0.691873 0.572 0.144 0.516 0.224
H -2.163851 -2.427490 0.064636 -0.365 0.893 -0.189 0.427
H -0.736449 -2.691231 0.756807 1.759 -0.678 0.628 0.423
H 1.062602 -0.307685 2.152384 1.103 -1.680 1.616 0.334
```
Positions in Å, forces in eV/Å.

=====

The following is a DFT calculation (ωB97M-V/def2-TZVPD) of the ion C4H7N2O with charge +1 in a non-equilibrium geometry.

Results
Electronic energy (Ha): -341.02837
Structure (SMILES): Cc1noc[n+]1C
F_max (eV Å⁻¹): 4.91
HOMO-LUMO gap (Ha): 0.41086
Total charge: +1

```
14
Properties=species:S:1:pos:R:3:forces:R:3:nbo_charge:R:1
C -0.470122 -1.894615 -0.118979 -3.709 0.835 3.107 -0.683
C 0.456388 -0.765629 0.018014 2.295 0.884 -0.485 0.362
N 1.776268 -0.885902 -0.038149 -2.195 -4.083 -0.142 -0.067
O 2.347404 0.280459 -0.034735 -0.760 3.126 0.309 -0.158
C 1.391182 1.177343 0.030694 0.214 2.099 0.625 0.431
N 0.193033 0.610763 0.081036 2.221 -1.200 -0.558 -0.305
C -1.043608 1.332529 0.035075 -2.646 -2.773 -0.127 -0.416
H -1.557844 -1.537525 -0.472641 2.618 -0.953 0.652 0.260
H -0.058728 -2.636829 -0.711610 0.684 -1.206 -1.548 0.279
H -0.606188 -2.435925 0.926136 0.117 1.311 -1.925 0.286
H 1.627906 2.287667 0.134774 -0.337 -1.813 -0.357 0.269
H -1.117335 1.832252 -0.899197 -0.403 0.207 -0.864 0.246
H -1.970452 0.616627 0.261436 2.225 1.620 -0.673 0.261
H -0.967904 2.018781 0.788146 -0.323 1.948 1.986 0.236
```
Positions in Å, forces in eV/Å.

=====

The following is a DFT calculation (ωB97M-V/def2-TZVPD) of the ion C4H7N2O with charge +1 in a non-equilibrium geometry.

Results
Electronic energy (Ha): -340.95361
Structure (SMILES): CN1CC=C[N+]1=O
F_max (eV Å⁻¹): 5.71
HOMO-LUMO gap (Ha): 0.35021
Total charge: +1

```
14
Properties=species:S:1:pos:R:3:forces:R:3:nbo_charge:R:1
C 0.115236 -1.742136 -0.001931 1.895 -0.800 0.930 -0.478
N 0.426452 -0.324722 0.058602 -3.108 -1.084 -1.192 -0.081
C -0.689868 0.594263 -0.038949 -1.544 2.602 0.604 -0.320
C 0.059734 1.898257 0.015205 0.707 -0.278 -0.223 -0.052
C 1.373010 1.614643 0.040192 -1.924 0.349 -0.153 -0.094
N 1.569094 0.247043 -0.014353 3.259 -4.673 -0.316 0.363
O 2.616975 -0.521229 -0.114138 -3.152 3.824 0.436 -0.305
H -0.293853 -2.084334 -0.934488 -1.709 0.629 -0.152 0.266
H 0.976667 -2.393511 -0.118727 0.904 0.571 0.853 0.281
H -0.299741 -1.900773 1.000299 -0.713 -0.795 -0.823 0.258
H -1.455304 0.655037 0.868387 1.639 -0.879 -1.653 0.308
H -1.341257 0.579769 -1.014284 1.378 -0.589 1.624 0.310
H -0.324813 2.920620 0.031764 -0.112 -0.566 -0.012 0.281
H 2.168385 2.235372 0.085043 2.480 1.689 0.077 0.264
```
Positions in Å, forces in eV/Å.

=====

The evaluated ΔE to the lowest compared entry with this formula, charge and spin for the records listed, in turn: 2.9361; 8.7479; 2.9355; 4.9699 eV.